{"formula": "C59H124F26N12O28S10", "method": "the ωB97M-V functional and the def2-TZVPD basis", "symbols": ["C", "O", "C", "C", "N", "H", "H", "C", "C", "O", "C", "H", "H", "H", "H", "H", "H", "H", "H", "H", "H", "H", "H", "H", "H", "C", "O", "C", "C", "N", "H", "H", "C", "C", "O", "C", "H", "H", "H", "H", "H", "H", "H", "H", "H", "H", "H", "H", "H", "H", "C", "O", "C", "C", "N", "H", "H", "C", "C", "O", "C", "H", "H", "H", "H", "H", "H", "H", "H", "H", "H", "H", "H", "H", "H", "C", "O", "C", "C", "N", "H", "H", "C", "C", "O", "C", "H", "H", "H", "H", "H", "H", "H", "H", "H", "H", "H", "H", "H", "H", "C", "C", "C", "C", "N", "C", "C", "C", "C", "C", "H", "H", "H", "H", "H", "H", "H", "H", "H", "H", "H", "H", "H", "H", "H", "H", "H", "H", "H", "H", "C", "C", "C", "C", "N", "C", "C", "C", "C", "C", "H", "H", "H", "H", "H", "H", "H", "H", "H", "H", "H", "H", "H", "H", "H", "H", "H", "H", "H", "H", "C", "C", "C", "C", "N", "C", "C", "C", "C", "C", "H", "H", "H", "H", "H", "H", "H", "H", "H", "H", "H", "H", "H", "H", "H", "H", "H", "H", "H", "H", "N", "S", "O", "O", "F", "S", "O", "O", "F", "C", "F", "F", "F", "S", "O", "O", "N", "S", "O", "O", "C", "F", "F", "F", "C", "F", "F", "F", "S", "O", "O", "N", "S", "O", "O", "C", "F", "F", "F", "C", "F", "F", "F", "S", "O", "O", "N", "S", "O", "O", "C", "F", "F", "F", "C", "F", "F", "F", "S", "O", "O", "N", "S", "O", "O", "C", "F", "F", "F"], "xyz": [[-26.8821, -11.8202, 10.4641], [-26.9021, -12.8883, 11.4941], [-27.8144, -12.7340, 12.5135], [-29.1117, -13.4049, 12.1706], [-28.5740, -14.7580, 11.6433], [-29.2705, -15.1029, 11.0444], [-27.7467, -14.4677, 11.1018], [-28.1187, -15.7856, 12.6026], [-26.7624, -16.2691, 12.1894], [-26.7971, -16.5735, 10.8428], [-27.4470, -17.7547, 10.4969], [-27.7302, -11.9048, 9.7412], [-25.8035, -11.7685, 10.1015], [-26.9709, -10.8761, 11.0689], [-28.0924, -11.6588, 12.7313], [-27.4418, -13.2234, 13.3920], [-29.6356, -13.0050, 11.3202], [-29.7906, -13.5750, 13.0801], [-28.7986, -16.6797, 12.5460], [-28.1092, -15.3303, 13.5744], [-26.5162, -17.1784, 12.7924], [-25.9139, -15.5515, 12.2639], [-28.5319, -17.7079, 10.5245], [-27.0874, -18.5767, 11.1306], [-27.1636, -17.9650, 9.4921], [-26.8707, -23.9469, 2.8005], [-26.9613, -24.3737, 1.4185], [-27.0727, -23.1593, 0.6614], [-27.4514, -23.5113, -0.7531], [-28.7923, -24.1732, -0.7770], [-28.8570, -25.0164, -0.1595], [-29.5866, -23.5568, -0.4415], [-29.1855, -24.6323, -2.2126], [-30.4867, -25.4155, -2.1736], [-30.2340, -26.3280, -1.1212], [-31.3269, -27.1409, -0.6703], [-26.3313, -24.7521, 3.2766], [-27.8601, -23.8440, 3.2868], [-26.1810, -23.0681, 2.8822], [-26.1628, -22.5157, 0.6244], [-27.8767, -22.5416, 1.1069], [-26.6759, -24.1373, -1.1849], [-27.6035, -22.5424, -1.2280], [-28.4209, -25.3239, -2.6251], [-29.1435, -23.7845, -2.8173], [-30.5721, -25.8875, -3.1412], [-31.3506, -24.7292, -2.0472], [-30.9573, -27.6509, 0.2707], [-31.5458, -27.8906, -1.5150], [-32.2097, -26.5522, -0.4498], [-22.6409, -17.6708, 9.5083], [-22.4306, -19.0043, 9.8198], [-23.0044, -19.4031, 11.0441], [-22.6898, -20.8498, 11.2233], [-23.1370, -21.6074, 10.0591], [-24.1830, -21.7287, 10.0953], [-22.8863, -21.1425, 9.1773], [-22.4897, -22.9300, 9.9581], [-21.1462, -22.6903, 9.2665], [-21.3490, -21.7567, 8.2321], [-20.1655, -21.4124, 7.4584], [-22.2314, -17.5569, 8.4815], [-22.0316, -16.9436, 10.0775], [-23.7068, -17.3920, 9.4500], [-24.1089, -19.3071, 11.0591], [-22.4974, -18.8715, 11.8931], [-23.0540, -21.3178, 12.1125], [-21.6156, -20.9670, 11.2871], [-23.2383, -23.5315, 9.3854], [-22.3267, -23.3876, 10.9046], [-20.7597, -23.6180, 8.8858], [-20.5016, -22.3248, 10.0089], [-19.3032, -20.9517, 8.0827], [-20.4150, -20.6683, 6.6795], [-19.8512, -22.3203, 6.9447], [-22.7742, -14.4513, 8.6984], [-23.8326, -15.0207, 7.9411], [-25.0643, -14.7755, 8.4586], [-25.9758, -15.8970, 8.1088], [-25.9598, -16.0516, 6.5627], [-25.0270, -16.4531, 6.3499], [-26.7297, -16.7172, 6.3500], [-26.0609, -14.8032, 5.7523], [-25.6508, -15.1746, 4.3421], [-24.3973, -15.7953, 4.3803], [-23.2944, -14.8757, 4.2902], [-21.8027, -14.8534, 8.4400], [-22.9646, -14.7453, 9.7189], [-22.8020, -13.3477, 8.6648], [-25.4551, -13.8227, 8.1138], [-24.9547, -14.6902, 9.5435], [-27.0132, -15.6636, 8.3034], [-25.7275, -16.8350, 8.6323], [-25.2391, -14.1936, 6.0503], [-27.0478, -14.4033, 5.9751], [-25.6633, -14.2955, 3.7481], [-26.3863, -15.8162, 3.7669], [-23.1403, -14.5939, 3.2267], [-22.4581, -15.4928, 4.5564], [-23.3084, -13.9307, 4.9798], [-27.1136, -23.1589, 7.6163], [-28.4370, -23.8167, 7.8769], [-29.7175, -23.1098, 7.2456], [-30.0361, -21.8216, 7.9798], [-31.1748, -21.0468, 7.3909], [-31.5845, -19.9691, 8.4254], [-32.8932, -19.4755, 7.8915], [-33.5761, -20.8010, 7.2612], [-32.4933, -21.8353, 7.2012], [-30.7300, -20.4422, 6.0961], [-26.8314, -23.1645, 6.5841], [-26.2550, -23.5490, 8.1878], [-27.1069, -22.1450, 7.9692], [-28.6005, -23.7970, 8.9294], [-28.5205, -24.8665, 7.4613], [-30.5298, -23.8624, 7.3738], [-29.5559, -22.8388, 6.2406], [-29.1605, -21.2048, 8.0062], [-30.3510, -22.1510, 8.9963], [-30.7300, -19.2333, 8.3429], [-31.6473, -20.4456, 9.3858], [-32.7137, -18.6423, 7.2124], [-33.4834, -19.0724, 8.7522], [-34.0127, -20.6210, 6.2514], [-34.4806, -21.1823, 7.8111], [-32.4814, -22.3980, 6.2745], [-32.4248, -22.5706, 8.0132], [-30.5605, -21.3398, 5.4747], [-29.8087, -19.8483, 6.2271], [-31.5427, -19.7636, 5.6760], [-30.8292, -13.3931, -0.5462], [-29.5827, -13.9829, 0.0489], [-29.9218, -15.3283, 0.6170], [-30.2631, -16.3694, -0.4210], [-30.3724, -17.8216, 0.0710], [-28.9909, -18.4494, 0.3745], [-28.3486, -18.6304, -1.0344], [-29.5325, -19.1396, -1.8942], [-30.8128, -18.6618, -1.1882], [-31.3068, -17.9107, 1.2328], [-30.6794, -12.3225, -0.7225], [-31.6614, -13.5225, 0.0909], [-31.0076, -13.7919, -1.5327], [-29.2111, -13.3541, 0.8241], [-28.8131, -14.0173, -0.8167], [-30.7294, -15.2659, 1.4216], [-29.0784, -15.7041, 1.2013], [-29.6010, -16.4182, -1.2455], [-31.2621, -16.1558, -0.7746], [-29.3832, -19.3291, 0.7748], [-28.4542, -17.8499, 1.1265], [-27.4633, -19.3127, -0.9642], [-28.0600, -17.6888, -1.4423], [-29.5807, -20.2086, -1.9978], [-29.5081, -18.6669, -2.8892], [-31.3520, -19.5170, -0.7584], [-31.5332, -18.0876, -1.6910], [-32.1258, -17.1986, 1.0450], [-30.8325, -17.6597, 2.2251], [-31.8242, -18.8792, 1.2061], [-22.4132, -24.1677, 5.9801], [-23.3120, -25.3913, 5.7424], [-24.3519, -25.6063, 6.8643], [-23.7854, -26.5781, 7.9222], [-24.7349, -26.8778, 9.0395], [-24.0225, -27.7943, 10.0048], [-25.0132, -28.8941, 10.3774], [-25.6135, -29.1967, 9.0275], [-25.8697, -27.7836, 8.4897], [-25.2619, -25.6801, 9.7367], [-21.9132, -24.1603, 6.9954], [-23.0692, -23.3386, 5.8493], [-21.6201, -24.2415, 5.2312], [-22.7348, -26.2914, 5.5567], [-23.8198, -25.2138, 4.8251], [-25.2709, -26.0527, 6.4120], [-24.5587, -24.6535, 7.3348], [-22.8921, -26.1354, 8.4195], [-23.4728, -27.5632, 7.5278], [-23.7311, -27.1763, 10.8816], [-23.1803, -28.1171, 9.4155], [-25.6553, -28.4215, 11.0502], [-24.5513, -29.7183, 10.9181], [-26.5843, -29.8105, 8.9841], [-24.8299, -29.7027, 8.4867], [-26.7969, -27.3598, 8.8908], [-25.8749, -27.6006, 7.4252], [-24.4099, -25.2372, 10.2561], [-25.8964, -26.0726, 10.5148], [-25.8175, -24.9307, 9.1023], [-30.4978, -23.4731, 2.4130], [-31.1436, -24.0460, 3.7434], [-32.2294, -23.2190, 4.2718], [-30.1216, -24.5533, 4.6045], [-31.8337, -25.2873, 3.1759], [-31.0342, -22.1779, 1.5849], [-30.4255, -22.2129, 0.2752], [-31.1044, -20.8961, 2.2422], [-32.4635, -22.4961, 1.3385], [-26.2887, -19.9865, 15.0640], [-26.2641, -19.2043, 13.9415], [-25.8337, -19.2794, 16.1405], [-27.5436, -20.3054, 15.3221], [-25.2155, -21.4201, 14.6525], [-24.0331, -20.7571, 14.1659], [-25.1652, -22.3033, 15.7516], [-26.0316, -22.1176, 13.4201], [-26.0107, -22.1549, 11.9227], [-25.5712, -20.9549, 11.2665], [-25.5649, -23.4374, 11.3598], [-27.8390, -22.0376, 11.6177], [-28.6040, -22.9396, 12.1973], [-28.1708, -20.8112, 12.0693], [-28.0677, -22.0489, 10.2930], [-28.7031, -9.9049, 6.9034], [-29.8258, -10.1144, 6.2552], [-28.1411, -8.8233, 6.5240], [-28.9854, -9.8643, 8.2175], [-27.4691, -11.2919, 6.6078], [-28.0143, -12.5114, 7.1857], [-27.2682, -11.2857, 5.1831], [-26.3141, -10.7546, 7.4979], [-24.8278, -10.9735, 7.1576], [-24.0880, -10.7103, 8.3313], [-24.4955, -12.2211, 6.5310], [-24.2387, -9.7584, 5.9198], [-22.9116, -9.7355, 6.0147], [-24.5614, -10.1367, 4.6504], [-24.7648, -8.5901, 6.0734], [-23.3759, -19.4870, 5.6917], [-22.7640, -20.5682, 5.2047], [-22.5419, -18.8126, 6.4115], [-23.6827, -18.7029, 4.6596], [-24.8198, -19.8316, 6.8126], [-24.2769, -20.9728, 7.5178], [-24.9568, -18.5850, 7.5513], [-26.1144, -20.0632, 6.0277], [-26.3648, -20.8687, 4.6622], [-25.1687, -21.3186, 3.9897], [-27.5924, -21.6333, 4.7043], [-26.9056, -19.4589, 3.6139], [-26.0675, -18.4258, 3.6818], [-27.0098, -19.8226, 2.3391], [-28.1148, -19.0882, 4.0894], [-30.0546, -15.2681, 8.3560], [-28.9523, -14.5806, 8.5665], [-30.4576, -15.6601, 9.5668], [-30.9802, -14.4458, 7.7737], [-29.8311, -16.6876, 7.2133], [-29.1389, -17.6654, 8.0927], [-31.1774, -17.0786, 6.8122], [-29.0596, -16.0244, 6.0366], [-29.7739, -15.8628, 4.6042], [-28.7773, -15.6244, 3.6613], [-30.7654, -16.8458, 4.3724], [-30.8775, -14.3460, 4.7089], [-30.2591, -13.3414, 5.2913], [-31.0515, -14.0319, 3.4181], [-32.0068, -14.6594, 5.3131]], "forces_ev_per_angstrom": [[1.0, 0.9, 1.5], [0.8, 0.4, -1.3], [-1.4, 2.3, 0.4], [-0.1, -2.3, 1.0], [-0.4, 1.1, 0.9], [-0.8, -0.9, -1.2], [-0.1, 0.1, -0.4], [-0.7, -0.7, 0.2], [1.4, -0.6, 0.7], [0.4, 0.6, -1.0], [0.1, -1.1, 0.5], [1.1, -0.1, 0.3], [-1.8, -0.5, -0.2], [-0.2, -0.6, -0.8], [0.8, -0.9, 0.0], [0.5, 0.0, 0.7], [-0.3, 0.5, -0.1], [0.9, 0.2, -1.5], [0.3, 1.1, 0.3], [-0.1, -0.1, 0.6], [-0.1, 0.7, -0.3], [-0.8, -0.1, 0.4], [-0.3, 0.1, 0.1], [-0.1, 0.0, 0.0], [0.0, -0.3, -0.7], [0.8, -0.5, 0.0], [0.1, 1.9, -0.1], [-0.5, -0.4, 0.3], [-0.7, 0.7, 1.0], [-0.9, -1.4, -1.2], [0.4, 0.6, -0.5], [1.1, 0.0, 0.0], [1.0, -1.5, 1.5], [0.5, 0.8, 0.5], [-0.7, 0.2, 0.2], [0.8, -1.5, -0.8], [0.0, -0.4, 0.4], [0.5, 0.3, -0.5], [-1.0, -0.5, 0.0], [-0.2, -0.7, 0.3], [0.3, -0.1, -0.1], [-0.3, -0.1, -0.4], [0.3, -0.2, -0.6], [-0.1, 0.4, 0.8], [-0.4, 1.5, -1.0], [-0.3, -0.4, -0.3], [0.2, -0.6, 0.4], [-0.5, 0.5, -1.3], [0.1, 0.8, 1.5], [-0.2, 0.2, 0.0], [0.6, 1.3, -1.8], [-0.1, -0.8, 0.6], [0.0, 0.5, 1.0], [1.1, 0.1, -0.2], [-1.3, -1.0, 0.1], [1.1, 0.5, 0.0], [-0.2, 0.5, -0.1], [-0.8, -0.1, -1.9], [-1.2, -0.2, -0.9], [0.7, 0.5, -0.4], [0.5, 0.5, 0.7], [-0.5, 0.0, 0.5], [-0.5, -0.5, 0.5], [0.4, -0.1, 0.3], [0.6, 0.5, 0.0], [-0.8, -0.1, -0.5], [-0.7, 0.1, 0.6], [0.4, 0.0, -0.2], [1.0, 0.2, 0.2], [-0.1, -0.2, 0.9], [0.3, -0.6, -0.2], [1.4, 0.7, 0.9], [-1.5, -1.0, -0.7], [-0.3, -0.4, 0.6], [0.4, 0.0, 0.1], [-0.7, 0.6, 0.3], [2.2, -0.7, -1.3], [-0.8, 0.8, 1.3], [-0.8, 0.0, -1.1], [0.6, -1.3, 1.6], [-0.7, -0.2, -0.2], [0.7, 0.4, -0.2], [-0.1, -1.1, 0.1], [-1.9, -1.0, -1.0], [0.3, 0.6, 0.2], [0.1, 0.9, 0.1], [0.0, 0.0, -0.6], [0.1, 0.0, 0.7], [0.2, -0.4, -0.2], [-0.2, 0.3, -0.1], [-0.5, -0.1, 0.3], [-0.1, 0.2, 0.4], [0.1, 0.5, -0.9], [0.1, 0.8, 0.8], [0.2, 0.4, -0.6], [0.3, 1.2, -0.5], [0.8, 0.2, 1.1], [-0.3, 0.2, 0.6], [0.6, -0.1, 0.3], [-0.4, -1.8, -1.2], [0.7, 0.1, 0.4], [-1.4, -0.6, -1.6], [0.6, -0.7, 1.5], [-1.0, -1.8, 0.8], [-0.3, 0.4, 0.8], [1.8, 0.5, -2.1], [-1.5, -0.5, 0.9], [-1.4, 1.2, 0.1], [1.7, -0.4, 0.4], [-0.8, 0.3, -0.6], [0.1, 0.0, -0.7], [-0.5, -0.2, -0.2], [-0.2, 0.8, -0.1], [-0.2, -0.6, 0.9], [0.5, 1.0, 0.7], [0.4, 0.7, -0.5], [0.3, -0.4, -1.4], [0.3, 0.7, 0.2], [0.2, 0.8, -0.4], [-1.1, -0.6, 0.6], [0.1, -0.3, 0.4], [-0.3, -0.3, -0.2], [0.3, -0.3, -0.8], [0.7, 0.1, 0.6], [1.1, 0.5, 0.0], [0.3, 0.1, -0.2], [-0.6, 0.3, 0.0], [0.0, 1.0, -0.2], [-0.4, -0.4, 0.1], [1.1, -1.1, 0.5], [0.9, 1.5, -1.0], [0.4, -0.2, -2.0], [0.5, -1.5, 1.9], [-1.3, -0.5, 1.0], [1.0, 0.6, -1.1], [-0.6, 1.9, -1.3], [-0.5, -1.3, 1.4], [-0.3, 1.3, -0.4], [0.6, -1.0, 2.8], [-0.9, 0.3, 0.2], [-0.2, -0.1, 0.1], [-1.1, -0.1, 0.6], [-0.4, -0.4, -0.3], [0.5, 0.4, 0.6], [-0.8, -0.2, 1.6], [0.8, 0.1, -1.3], [0.2, 0.1, 0.0], [0.7, 0.3, -0.8], [-0.3, 0.0, -0.5], [0.4, -2.0, 0.9], [-0.2, -0.2, -0.4], [-0.8, 0.6, -0.2], [0.7, 0.6, 0.0], [0.1, -0.4, 0.0], [0.2, -0.5, 0.2], [0.2, 0.1, -0.1], [-0.6, 0.8, -1.1], [0.4, 0.0, 0.1], [-0.3, -0.5, -1.2], [0.7, 0.1, 0.4], [0.7, -1.7, 0.7], [0.3, 0.1, 1.0], [0.4, -1.4, -0.4], [0.5, 0.9, 0.0], [-0.9, -1.2, -0.8], [0.2, 0.7, 1.1], [1.3, 0.1, -0.5], [-1.6, -0.2, -0.2], [-0.2, 0.8, 0.3], [0.1, 0.5, 0.1], [-0.7, 0.1, -1.0], [0.1, 1.2, 0.0], [-0.1, 0.6, 0.1], [0.2, -0.3, 0.2], [-0.6, 0.2, -0.8], [0.5, 0.6, 0.5], [-0.3, 0.2, 0.0], [-0.4, -0.2, -0.4], [-0.3, 0.6, -0.1], [0.2, -0.6, -0.6], [0.5, -0.5, 0.5], [-1.6, 0.4, 1.1], [0.1, -0.1, -0.3], [1.6, 0.9, 0.2], [0.0, -0.3, -0.7], [0.1, -0.3, 0.0], [-0.1, -0.5, -0.2], [-0.2, 0.3, -0.3], [-0.5, 0.2, 0.2], [0.8, -1.3, 0.6], [0.0, 1.9, -1.3], [-0.5, 2.4, 0.6], [1.6, -1.1, -0.5], [-0.4, 0.2, -0.3], [-0.7, -1.2, -0.4], [2.4, -0.4, 2.6], [0.3, 0.1, -0.1], [0.8, -1.0, -0.3], [-3.2, -0.9, -0.8], [-0.1, 1.1, 0.3], [-0.1, -0.2, 1.1], [-0.1, -0.8, -1.5], [0.0, -0.2, -0.2], [0.3, -0.1, -2.4], [-0.1, -0.3, 0.2], [-0.2, -0.2, 0.5], [0.5, 0.1, 3.1], [-0.9, -1.2, -0.4], [0.6, 0.2, -0.8], [-0.2, 1.3, 0.2], [0.6, 0.8, -0.1], [0.1, -0.2, 0.0], [-0.4, -0.4, -0.1], [-0.1, -0.1, 0.2], [0.5, -2.6, 1.1], [-0.6, -0.1, -0.5], [0.6, 2.2, -0.5], [-0.1, 0.3, 0.1], [-1.6, -0.9, -0.6], [0.0, 0.6, -0.1], [0.2, 0.0, 0.2], [-0.4, 0.7, 0.0], [1.1, -1.1, -0.1], [0.9, 0.9, 1.5], [-0.4, -0.6, -0.7], [-0.1, -1.3, -1.6], [0.0, 0.3, 0.0], [0.3, -0.2, 0.8], [-0.3, 1.7, 0.7], [-0.7, -0.1, -1.5], [-0.2, -0.2, 0.4], [1.6, 0.7, 1.4], [-0.5, -0.1, -0.3], [1.7, 0.6, 0.9], [-0.6, -0.1, 0.1], [0.0, -1.1, -0.5], [-1.3, -1.1, -1.4], [-0.3, 1.3, -0.1], [-0.5, -0.5, 0.7], [1.2, -0.1, 0.3], [-0.2, 0.4, 1.0], [-0.4, -0.1, -0.1], [-0.2, -0.1, -0.2], [0.3, 0.3, -0.6], [-0.9, 1.0, -1.3], [0.5, 0.3, -0.1], [-0.9, -0.3, 0.3], [0.9, -0.8, 1.2], [-1.8, -2.2, 1.1], [-0.2, 1.8, -2.1], [1.0, 0.2, 1.3], [0.9, -0.2, 0.3], [-2.0, 0.3, 2.4], [2.0, 0.7, -1.9], [-0.5, -1.3, -1.1], [1.7, -0.7, -0.3], [-0.3, 0.3, 0.3], [-0.8, 0.2, 0.0], [0.0, 0.5, -0.3]], "e_homo_ev": -12.25, "homo_lumo_gap_ev": 9.1, "charge": 2}